7
Properties=species:S:1:pos:R:3:forces:R:3 method="wB97M-V/def2-TZVPD" energy_ev=-17937.736 gap_ha=0.335 charge=0
O -0.246 -0.959 -1.435 0.11 -0.77 -1.15
N 0.123 0.466 0.678 -2.38 -2.15 -0.52
S 1.466 0.957 -0.061 -0.70 2.09 -1.59
H 2.055 0.040 0.547 2.44 -2.00 1.07
O -1.918 -0.955 -0.042 -1.54 -0.74 0.11
H -0.607 1.135 0.801 -0.49 0.76 -0.09
N -0.873 -0.684 -0.487 2.56 2.81 2.17